1.
Computed, not measured: a molecular structure, C23H24CoN5OSbSe5, with ωB97M-V with the def2-TZVPD basis set.

Computed properties:
⟨S²⟩: 0.804
Calculated total energy, Ha: -14870.11725
HOMO level (alpha / beta), eV: -1.40 / -1.40
Total charge: -2
LUMO level (alpha / beta), eV: 3.8 / 3.2
Spin multiplicity: 2

Each line ends with the Mulliken charge.
Geometry (Å):
Co: -0.01 0.38 -0.52  -1.31
O: 3.33 -0.76 1.26  -0.81
C: 2.47 -0.33 0.49  -0.05
N: 1.43 0.47 0.76  0.06
C: 1.10 0.84 2.11  -0.94
C: -0.35 1.22 2.13  0.72
C: -0.97 1.69 3.27  -0.97
C: -2.32 2.01 3.23  -0.27
C: -3.01 1.86 2.04  -1.02
C: -2.33 1.40 0.93  -0.20
N: -1.03 1.08 0.98  0.71
C: 2.51 -0.61 -1.00  0.58
C: 3.63 -1.15 -1.60  -0.56
C: 3.65 -1.24 -2.99  -0.35
C: 2.57 -0.77 -3.71  -0.89
C: 1.47 -0.26 -3.03  -0.09
N: 1.44 -0.22 -1.70  0.96
H: 1.70 1.70 2.44  0.57
H: 1.28 0.02 2.81  0.32
H: -0.40 1.80 4.18  0.47
H: -2.82 2.37 4.12  0.39
H: -4.06 2.10 1.96  0.46
H: -2.80 1.31 -0.04  0.43
H: 4.45 -1.47 -0.98  0.51
H: 4.51 -1.66 -3.50  0.40
H: 2.54 -0.79 -4.79  0.50
H: 0.61 0.14 -3.56  0.18
Se: -0.18 -2.43 0.59  0.25
N: -0.57 -1.64 2.17  -0.16
C: -1.36 -2.49 2.83  0.46
C: -1.88 -2.25 4.12  -0.88
C: -2.69 -3.18 4.71  -0.49
C: -3.01 -4.39 4.06  -0.48
C: -2.52 -4.67 2.81  -0.75
C: -1.68 -3.74 2.16  0.77
N: -1.14 -3.94 0.95  -0.81
H: -1.64 -1.31 4.60  0.45
H: -3.10 -2.98 5.70  0.36
H: -3.66 -5.11 4.56  0.35
H: -2.76 -5.60 2.30  0.42
C: -2.00 -1.13 -3.05  -0.72
C: -1.62 -2.07 -1.91  2.35
C: -0.53 -3.04 -2.39  -1.71
C: -2.89 -2.88 -1.58  -2.07
C: -1.20 -1.23 -0.67  -0.55
H: -2.45 -1.70 -3.87  0.48
H: -1.16 -0.59 -3.47  -0.63
H: -2.75 -0.40 -2.73  0.07
H: -0.82 -3.44 -3.36  0.47
H: -0.42 -3.90 -1.71  0.47
H: 0.44 -2.55 -2.50  0.19
H: -3.18 -3.47 -2.45  0.52
H: -3.71 -2.19 -1.36  0.43
H: -2.75 -3.55 -0.74  0.36
H: -2.11 -1.00 -0.10  1.12
Se: -1.10 0.99 -5.94  -0.71
Sb: -2.36 2.25 -4.27  0.63
Se: -4.58 1.45 -3.70  -0.74
Se: -2.04 4.64 -4.26  -0.73
Se: -0.90 1.98 -2.03  -0.53

=====

2.
Computed, not measured: a molecular structure, C23H24F3KN4O5SSe2 in a non-equilibrium geometry, with ωB97M-V with the def2-TZVPD basis set.

Computed properties:
Calculated total energy, Ha: -7586.51187
HOMO level, eV: -0.26
Total charge: -2
LUMO level, eV: 4.0

Each line ends with the Mulliken charge.
Geometry (Å):
K: -1.55 -0.08 -0.36  1.13
C: -0.41 5.93 -2.22  -0.56
C: 0.73 5.25 -1.79  -0.65
C: 0.81 3.87 -1.85  -0.42
C: -0.25 3.10 -2.38  0.52
C: -1.41 3.79 -2.80  -0.33
C: -1.47 5.17 -2.72  -0.47
N: -0.11 1.75 -2.49  0.27
N: -1.22 1.02 -2.84  -0.57
C: -0.87 -0.23 -3.02  -1.14
C: -1.86 -1.23 -3.37  -0.29
C: -1.53 -2.54 -3.46  -0.46
C: -0.20 -3.00 -3.23  -0.82
C: 0.77 -2.09 -2.92  -0.41
C: 0.48 -0.71 -2.82  1.38
H: -0.47 7.01 -2.15  0.34
H: 1.56 5.81 -1.38  0.31
H: 1.69 3.36 -1.47  0.17
H: -2.24 3.21 -3.17  0.34
H: -2.38 5.68 -3.04  0.32
H: -2.87 -0.87 -3.54  0.39
H: -2.30 -3.27 -3.70  0.30
H: 0.03 -4.06 -3.25  0.36
H: 1.78 -2.44 -2.73  0.12
O: -1.84 1.75 0.93  -0.50
N: -3.01 1.77 1.37  -0.40
N: -3.91 1.17 0.64  1.02
O: -3.71 0.56 -0.50  -0.78
C: -5.24 1.22 1.17  -0.12
C: -5.55 1.78 2.41  -0.32
C: -6.87 1.78 2.85  -0.40
C: -7.88 1.22 2.08  -0.45
C: -7.56 0.66 0.85  -0.39
C: -6.24 0.65 0.40  -0.35
H: -4.76 2.21 3.01  0.40
H: -7.10 2.22 3.82  0.33
H: -8.91 1.21 2.44  0.34
H: -8.33 0.21 0.24  0.32
H: -5.96 0.22 -0.55  0.41
C: 3.96 0.36 2.29  -0.98
Se: 2.24 -0.54 2.22  0.14
C: 1.60 0.38 0.60  0.30
C: 2.46 0.01 -0.59  -0.88
Se: 1.79 0.58 -2.44  0.62
C: 3.43 -0.48 -3.10  -1.56
H: 4.54 -0.13 3.06  0.32
H: 3.84 1.42 2.54  0.27
H: 4.48 0.26 1.34  0.25
H: 1.60 1.44 0.84  0.51
H: 0.57 0.05 0.48  -0.76
H: 2.53 -1.07 -0.69  0.41
H: 3.45 0.45 -0.57  0.48
H: 4.25 0.23 -2.99  0.40
H: 3.24 -0.66 -4.15  0.38
H: 3.68 -1.41 -2.59  0.42
F: 1.29 -3.25 0.12  -0.15
C: 0.33 -3.86 0.83  0.51
F: 0.88 -4.27 1.98  -0.25
F: -0.04 -4.95 0.15  -0.26
S: -1.10 -2.76 1.13  0.98
O: -1.49 -2.38 -0.22  -0.72
O: -2.01 -3.62 1.85  -0.66
O: -0.54 -1.65 1.89  -0.74

=====

Which energy relative to the best compared isomer or geometry (same formula, charge and spin) belongs to each record? In order, 0.0000 0.0165 eV.